Molecular formula: C28H57N5O9
Method: DFT, ωB97M-V/def2-TZVPD

Element x y z (Å)
O1 24.9297 20.0922 -5.8532
O2 24.0642 19.6618 -11.0130
O3 18.2053 16.2005 -13.2230
O4 16.7957 18.1340 -15.0003
O5 19.7398 29.3637 -8.9365
O6 14.4603 19.6622 -15.2832
O7 23.6246 19.6064 -8.2718
O8 20.0131 26.5824 -9.3676
O9 20.8119 23.8846 -10.1383
N1 19.2294 24.3643 -18.6251
N2 22.1292 16.7986 -15.3831
N3 19.0919 18.5011 -10.6586
N4 22.0279 15.6248 -9.8417
N5 20.7468 22.2010 -14.6744
C1 24.6956 19.2631 -12.1953
C2 21.2978 22.8793 -10.9915
C3 18.3491 15.6572 -14.5111
C4 20.6774 21.2501 -14.0287
C5 22.0574 15.6990 -15.7047
C6 21.6982 15.7328 -10.9273
C7 18.3429 22.8938 -16.6764
C8 18.9770 17.6016 -9.9606
C9 23.0747 20.4489 -7.3074
C10 22.6424 19.1456 -9.1733
C11 16.9593 16.8260 -12.9842
C12 21.6262 25.0049 -10.1386
C13 25.8893 20.6560 -5.0109
C14 19.2784 30.6368 -9.3065
C15 18.6966 28.4437 -8.6826
C16 21.2065 25.9180 -9.0144
C17 18.7628 16.4870 -9.0577
C18 23.3224 18.6211 -10.4007
C19 24.1081 21.0829 -6.4351
C20 19.3163 27.1335 -8.2994
C21 16.8956 19.3880 -15.6367
C22 18.8357 23.7224 -17.7599
C23 20.5214 20.0013 -13.2842
C24 16.8293 18.2066 -13.5868
C25 15.7080 20.2989 -15.3107
C26 21.9424 14.3160 -16.1306
C27 14.0419 19.1845 -16.5477
C28 21.2240 15.9370 -12.2885
H1 22.5814 18.2034 -11.1021
H2 21.9805 26.6586 -8.7776
H3 19.9398 27.3233 -7.4147
H4 21.0855 14.2253 -16.7956
H5 18.0743 23.4704 -15.7966
H6 22.1091 18.3208 -8.6775
H7 21.5812 23.2403 -11.9915
H8 19.7241 16.1045 -8.7249
H9 14.7207 18.4278 -16.9545
H10 18.6196 31.0279 -8.5114
H11 16.1175 16.1544 -13.1856
H12 18.5567 16.4465 -15.2405
H13 25.5852 18.6530 -11.9759
H14 25.0838 20.1540 -12.6914
H15 23.5819 21.5937 -5.6102
H16 21.8102 13.6659 -15.2678
H17 26.5062 21.4102 -5.5198
H18 22.0744 16.0211 -12.9649
H19 17.4977 15.0363 -14.7961
H20 15.8350 20.7367 -14.3186
H21 22.6919 24.7716 -9.9643
H22 21.0920 25.2608 -8.1384
H23 18.1925 15.6827 -9.5222
H24 20.5689 16.7986 -12.3487
H25 24.0322 18.7294 -12.8865
H26 13.9866 20.0288 -17.2508
H27 21.6004 25.5016 -11.1171
H28 24.7440 21.8299 -6.9292
H29 18.0980 28.8630 -7.8582
H30 17.7003 18.7858 -13.2635
H31 20.1559 31.2772 -9.3489
H32 19.5380 19.9333 -12.8275
H33 20.6341 19.2352 -14.0610
H34 15.6636 21.1354 -16.0287
H35 21.2688 19.8406 -12.5135
H36 18.5341 26.4407 -7.9571
H37 19.2612 15.0512 -14.5787
H38 17.4610 22.3282 -16.9884
H39 18.0375 28.3711 -9.5582
H40 18.1430 16.8098 -8.2211
H41 16.9144 19.1669 -16.7038
H42 16.9550 16.9985 -11.9034
H43 24.0262 17.7974 -10.2055
H44 25.3943 21.1787 -4.1753
H45 22.2344 22.4751 -10.5904
H46 13.0550 18.7489 -16.4253
H47 20.7395 15.0210 -12.6318
H48 15.8627 18.5977 -13.2441
H49 26.5268 19.8733 -4.6129
H50 22.8294 13.9853 -16.6654
H51 22.3817 19.8877 -6.6532
H52 17.8141 19.9098 -15.3347
H53 22.4271 21.2213 -7.7492
H54 18.7169 30.6759 -10.2459
H55 20.5672 22.0813 -11.0966
H56 19.0784 22.1394 -16.4130
H57 21.9079 19.9101 -9.4540

Output
* ΔE to the lowest compared entry with this formula, charge and spin: 0.0 kcal/mol
* orbital gap: 9.548 eV
* DFT total energy: -2051.77778 hartree
* HOMO energy: -9.4 eV

Molecular formula: C8H32O8
Method: DFT, ωB97M-V/def2-TZVPD

Element x y z (Å)
O1 -2.6962 -2.4761 -0.5088
O2 -2.8730 1.7815 3.2350
O3 4.0119 0.3729 3.4797
O4 2.3473 4.8759 -0.9666
O5 2.3949 -2.4226 -0.4575
O6 -0.3643 -1.0436 -0.0460
O7 -1.9801 1.9856 -1.6953
O8 0.7548 -3.1783 -2.5942
C1 -3.0638 0.4062 2.8755
C2 -2.2991 2.5301 -0.4490
C3 2.6104 -3.7346 0.0277
C4 0.3729 0.1756 0.1470
C5 1.0470 -2.3856 -3.7398
C6 -3.3324 -1.5864 -1.3849
C7 1.2543 3.9863 -0.8896
C8 2.7486 0.3410 2.9253
H1 2.0561 -4.5311 -0.4686
H2 2.6883 -0.2292 1.9982
H3 -2.9369 1.7607 4.1926
H4 0.3775 4.3726 -1.4093
H5 -0.2149 0.8643 0.7540
H6 -2.7851 1.6639 -2.1076
H7 1.2226 -0.2305 0.6957
H8 -2.5369 1.7514 0.2757
H9 4.2033 1.2719 3.7567
H10 2.0758 5.7572 -0.6996
H11 1.9740 -0.1413 3.5214
H12 -3.0788 3.2918 -0.4474
H13 -4.1335 0.2030 2.9267
H14 -1.3955 3.1029 -0.2405
H15 2.1316 -2.3152 -3.8223
H16 -2.6292 -1.2718 -2.1561
H17 3.6239 -4.1316 -0.0298
H18 3.1839 -1.9195 -0.2432
H19 0.6725 -2.9451 -4.5969
H20 2.4131 1.3171 2.5748
H21 -1.9819 -2.0453 -0.0337
H22 0.6984 0.6024 -0.8017
H23 -2.4569 -0.3068 3.4336
H24 -3.6508 -0.6800 -0.8700
H25 1.2796 -2.9112 -1.8359
H26 2.3422 -3.8799 1.0741
H27 -4.1866 -2.1103 -1.8137
H28 0.9058 3.8461 0.1336
H29 0.2334 -1.5918 -0.5597
H30 1.4214 2.9713 -1.2501
H31 -2.9157 0.3000 1.8009
H32 0.4658 -1.4639 -3.7103

Output
* ΔE to the lowest compared entry with this formula, charge and spin: 63.4 kcal/mol
* orbital gap (alpha / beta): 9.720 / 2.757 eV
* DFT total energy: -925.37746 hartree
* HOMO energy (alpha / beta): -12.4 / -12.4 eV
* multiplicity: 2
* total charge: +1

Molecular formula: C28H32N4P2Yb
Method: DFT, ωB97M-V/def2-TZVPD

Element x y z (Å)
Yb1 -0.5767 1.0400 -0.8309
P1 -2.3005 -1.3600 -0.0600
P2 1.6872 0.4836 0.6096
N1 -3.6040 -3.8239 -0.4701
N2 -4.8811 -2.0677 0.5930
N3 -3.1702 -3.1736 1.8138
N4 -2.3088 2.9089 -1.3251
C1 2.5675 -0.3307 -4.5260
C2 0.3420 -0.3325 -3.6279
C3 2.8362 0.6320 2.0103
C4 -4.1206 -0.9333 0.1400
C5 -4.9606 -3.1265 -0.3395
C6 0.7761 0.0665 -2.3691
C7 -4.4754 -2.5406 1.9078
C8 2.7603 0.5037 -0.8842
C9 0.6061 4.4168 -0.3631
C10 -0.2440 4.7382 0.6886
C11 3.3321 1.8789 2.3919
C12 4.1264 0.6399 -0.7385
C13 1.2281 -0.5410 -4.6969
C14 4.4758 0.2098 -3.0720
C15 4.1286 -0.4333 3.7264
C16 4.9820 0.5277 -1.8418
C17 1.2138 3.1641 -0.4228
C18 2.1917 0.2021 -2.1687
C19 -3.1921 -4.2777 0.9336
C20 3.2232 -0.5260 2.6838
C21 4.6261 0.8044 4.1042
C22 -2.0950 -2.2460 1.5866
C23 0.9873 2.2309 0.6069
C24 -0.5208 3.8006 1.6790
C25 -2.5884 -2.9288 -1.0697
C26 3.0876 0.0226 -3.2631
C27 4.2281 1.9559 3.4402
C28 0.0627 2.5408 1.6240
H1 -3.2708 2.6102 -1.5120
H2 1.9620 2.9564 -1.1875
H3 -2.9094 -2.6515 -2.0804
H4 -4.4360 -1.7057 2.6077
H5 -5.2080 -3.2606 2.2774
H6 -0.0693 1.8395 2.4481
H7 2.8255 -1.4878 2.3872
H8 5.3211 0.8776 4.9242
H9 -2.2091 -4.7538 0.8730
H10 -4.2231 -0.1220 0.8680
H11 -3.9272 -5.0121 1.2759
H12 3.0251 2.7771 1.8730
H13 -2.4009 3.6385 -0.6092
H14 -4.5211 -0.5863 -0.8197
H15 0.8364 -0.8364 -5.6557
H16 4.5528 0.8295 0.2370
H17 6.0414 0.6714 -1.6967
H18 -1.6366 -3.4668 -1.1542
H19 -1.1594 4.0634 2.5094
H20 0.8342 5.1557 -1.1176
H21 -0.7218 -0.4996 -3.8147
H22 5.1359 0.0876 -3.9153
H23 3.2485 -0.4403 -5.3550
H24 -3.7120 -4.6504 -1.0685
H25 -0.6601 5.7316 0.7591
H26 -2.0452 3.4282 -2.1743
H27 -2.0740 -1.5102 2.3958
H28 -5.6882 -3.8678 0.0033
H29 -1.1362 -2.7763 1.5902
H30 4.6134 2.9183 3.7375
H31 -5.2617 -2.7601 -1.3257
H32 4.4429 -1.3231 4.2490

Output
* orbital gap (alpha / beta): 6.354 / 6.007 eV
* DFT total energy: -3145.66098 hartree
* HOMO energy (alpha / beta): -15.4 / -15.4 eV
* multiplicity: 2
* total charge: +3

Molecular formula: C17H26Br2InN2
Method: DFT, ωB97M-V/def2-TZVPD

Element x y z (Å)
In1 -1.4489 0.2170 -1.3643
Br1 1.6358 -1.2469 0.3396
Br2 -2.6884 -3.1289 -1.0004
N1 1.8419 -2.1191 5.4777
N2 0.2214 -1.2881 -4.8105
C1 1.4878 -0.8610 -4.6123
C2 -2.9628 3.1983 0.1226
C3 1.9917 -1.3318 4.3901
C4 -0.9407 -2.0268 1.7837
C5 0.3784 -0.4555 -7.0709
C6 -0.3044 -1.0744 -6.0362
C7 -0.8103 1.4828 0.4055
C8 -1.0276 -1.9800 -0.9818
C9 1.3565 0.6337 5.5784
C10 -2.0227 2.3125 1.1328
C11 -0.1227 -2.2594 0.3716
C12 2.2488 -0.2293 -5.5828
C13 1.6801 -0.0252 -6.8355
C14 0.4312 2.4417 -0.0995
C15 1.7654 0.0353 4.3913
C16 1.4458 -1.5095 6.6161
C17 1.1916 -0.1511 6.7151
H1 -0.5087 -1.0929 2.3621
H2 1.8882 -1.0462 -3.6197
H3 -2.6573 1.5509 1.7886
H4 2.3090 -1.8457 3.4874
H5 -3.5247 2.5288 -0.6650
H6 -1.5085 3.0405 1.9191
H7 -1.3241 -1.4248 -6.1693
H8 0.0877 3.4035 -0.6732
H9 3.2605 0.0953 -5.3673
H10 1.3349 -2.1637 7.4764
H11 1.1486 1.7971 -0.7945
H12 2.2464 0.4654 -7.6219
H13 1.0823 2.6790 0.8714
H14 -3.7892 3.7677 0.7502
H15 -2.3653 4.0382 -0.4686
H16 1.9041 0.6192 3.4885
H17 1.1682 1.7026 5.6177
H18 -0.6829 -2.9748 2.4621
H19 0.8735 0.2849 7.6554
H20 -0.3932 0.7067 -2.7769
H21 -2.1078 -1.9275 1.6245
H22 -0.3622 0.7496 1.2062
H23 -0.0931 -0.3118 -8.0365
H24 -3.1568 0.5030 -1.8708
H25 0.1848 -3.4092 0.3162
H26 -0.3622 -2.3701 -1.8925

Output
* orbital gap: 7.164 eV
* DFT total energy: -6110.89823 hartree
* HOMO energy: -4.5 eV
* total charge: -1

Molecular formula: C38H37IrN3O5PSSeSi
Method: DFT, ωB97M-V/def2-TZVPD

Element x y z (Å)
Ir1 0.6684 0.6493 0.7107
Se1 0.0118 0.0025 2.8099
S1 1.2026 2.3677 -2.3105
P1 -1.2356 1.6608 0.2670
Si1 0.5602 0.4525 4.9384
O1 1.3563 1.1066 -1.5228
O2 2.6939 0.8302 1.1132
O3 1.1783 3.6797 -0.9453
O4 -0.1353 2.4287 -2.9210
O5 0.8037 -4.4097 -5.8041
N1 5.1594 -3.1459 -1.5935
N2 1.1861 -1.2291 0.2536
N3 4.5800 -4.2865 -1.9628
C1 4.6826 -0.1453 0.2654
C2 3.9963 -4.2624 -3.1894
C3 -4.2855 -1.0215 -0.8448
C4 -4.3905 1.8341 3.0076
C5 4.5545 -2.3713 -0.6824
C6 -0.1674 5.5972 -0.7227
C7 0.3685 -3.2540 -6.5645
C8 -3.6343 1.4929 1.8813
C9 -3.8578 2.6143 4.0212
C10 -1.8666 -0.4895 -1.4478
C11 -2.5210 2.9622 3.9892
C12 2.1347 -0.5456 5.2569
C13 3.1547 -2.5174 -0.3122
C14 -2.2776 1.9043 1.7729
C15 -0.8801 -0.0880 6.0832
C16 3.6659 -3.0632 -3.8892
C17 -0.0227 4.1949 -0.6592
C18 5.3008 -1.2453 -0.2720
C19 0.8463 2.2917 5.0023
C20 3.3057 -0.1599 0.5121
C21 -3.2887 1.5761 -1.7062
C22 -4.9789 -0.1774 -1.6767
C23 -1.7844 2.6640 2.8334
C24 2.3882 -3.6660 -0.3663
C25 2.5999 -3.0571 -4.7505
C26 1.0511 -3.6042 -0.0681
C27 -2.9193 -0.7480 -0.4395
C28 -1.4220 6.1977 -0.7323
C29 -1.1525 3.4040 -0.2811
C30 0.4575 -2.3716 0.2549
C31 2.3150 -5.5020 -4.3650
C32 -2.3561 0.8034 -0.9420
C33 -4.5086 1.0717 -2.0895
C34 3.4084 -5.5213 -3.5328
C35 2.5927 -1.3534 0.1665
C36 -2.5277 5.3821 -0.5923
C37 -2.4025 4.0298 -0.2975
C38 1.9006 -4.2786 -4.9935
H1 -3.5410 5.8122 -0.6605
H2 2.9772 -0.1236 4.6612
H3 -1.5417 7.2769 -0.7582
H4 -4.1463 0.9672 1.0583
H5 -3.0356 2.5789 -1.9858
H6 -1.0959 -1.1528 5.9383
H7 -5.9713 -0.4980 -1.9795
H8 5.2690 0.7320 0.5388
H9 -0.7348 2.9569 2.7609
H10 2.2582 -2.1485 -5.2261
H11 -4.4915 2.9632 4.8373
H12 -2.0618 3.4309 4.8522
H13 1.9990 -1.5956 4.9803
H14 -0.0940 2.8097 5.2552
H15 -5.1685 1.6580 -2.7177
H16 -0.0736 -2.4733 -5.9347
H17 1.1537 -2.7940 -7.1921
H18 1.6033 2.5733 5.7857
H19 3.7579 -6.4241 -3.0315
H20 0.7177 6.2005 -0.7947
H21 0.4560 -4.5325 -0.0952
H22 -0.6258 0.0864 7.1463
H23 2.3969 -0.4898 6.3494
H24 -4.7887 -1.8820 -0.4036
H25 -2.1406 -0.6784 -2.4881
H26 -0.8474 -0.7175 -1.1069
H27 1.2054 2.6935 4.0256
H28 -2.6212 -0.9996 0.5831
H29 4.1541 -2.1252 -3.6599
H30 -3.2815 3.4670 -0.0267
H31 -5.4076 1.4539 3.0859
H32 1.7517 -6.4068 -4.5866
H33 -0.4154 -3.6174 -7.2519
H34 6.3948 -1.2510 -0.4181
H35 -0.5898 -2.3335 0.5447
H36 2.8919 -4.5822 -0.6334
H37 -1.8212 0.4811 5.8857

Output
* ΔE to the lowest compared entry with this formula, charge and spin: 0.0 kcal/mol
* orbital gap (alpha / beta): 4.948 / 5.805 eV
* DFT total energy: -5545.38546 hartree
* HOMO energy (alpha / beta): -2.6 / -4.6 eV
* multiplicity: 6
* total charge: -1

Molecular formula: C21H39GaN2OSSb2SeTe
Method: DFT, ωB97M-V/def2-TZVPD

Element x y z (Å)
Te1 -1.2801 3.3945 -1.2800
Sb1 0.3654 -2.0574 2.9687
Sb2 -2.8221 2.8029 1.0198
Se1 3.3624 2.8575 2.4630
Ga1 0.8148 2.2847 -1.6253
S1 1.4174 -0.1303 -2.7879
O1 0.3140 0.2087 -1.7488
N1 2.1068 1.2803 -2.7983
N2 1.8156 2.3630 0.0121
C1 -2.8632 0.1419 4.2225
C2 2.8913 2.5132 -4.8150
C3 0.4237 -0.6870 -4.2553
C4 -4.6569 3.9651 0.7308
C5 1.8056 -0.7771 3.9549
C6 -4.2144 0.5597 3.9167
C7 -2.5033 -1.2462 4.1212
C8 -1.9154 1.0517 4.6131
C9 -5.1663 -0.4391 3.7272
C10 -4.8312 -1.7764 3.7077
C11 4.2791 2.4216 -2.6768
C12 -0.3114 -1.9923 -4.1638
C13 -3.5101 -2.1960 3.7847
C14 -4.0581 1.0422 0.2885
C15 0.8044 -4.0710 3.5263
C16 4.0280 0.3377 -4.0711
C17 3.0113 -2.7276 -3.0149
C18 2.1635 -1.7565 -2.1670
C19 -1.2365 -1.8113 4.5452
C20 2.4300 2.4620 1.0322
C21 3.3381 1.6015 -3.6498
H1 3.1995 -2.4143 -4.0058
H2 0.9722 -0.7292 -5.1599
H3 -4.9230 0.9488 0.9648
H4 -4.5134 1.1971 -0.6945
H5 3.4260 2.3396 -5.7495
H6 -0.2806 0.1047 -4.4843
H7 4.4820 -0.2156 -3.2472
H8 3.2835 -0.2743 -4.6034
H9 1.3104 -2.2106 -1.7206
H10 -3.1906 -3.2186 3.5337
H11 -5.2775 3.7330 -0.1371
H12 -1.0094 -1.9853 -3.3911
H13 -3.3373 0.1933 0.1774
H14 -5.5864 -2.5444 3.7367
H15 -6.2176 -0.2831 3.7176
H16 4.5004 1.7461 -1.8515
H17 -2.1223 2.1074 4.7811
H18 -1.3754 -2.8568 4.9193
H19 1.8179 2.3968 -5.0459
H20 1.3058 0.1266 4.3513
H21 -0.0645 -4.6767 3.2009
H22 3.0462 3.5707 -4.4584
H23 4.7860 0.6594 -4.8253
H24 1.6659 -4.3467 2.9487
H25 1.1452 -4.1890 4.5774
H26 -4.3008 5.0164 0.6701
H27 -0.7296 -1.2083 5.3427
H28 2.4610 -3.7131 -3.0515
H29 2.7812 -1.3901 -1.3238
H30 -0.9226 -2.0289 -5.0879
H31 -4.4137 1.6809 3.9688
H32 0.2464 -2.9235 -4.1219
H33 3.9975 -2.9312 -2.4866
H34 2.3316 -1.2779 4.7599
H35 -5.2580 3.7800 1.6221
H36 3.8961 3.3825 -2.3350
H37 5.2591 2.5876 -3.2167
H38 2.5303 -0.4792 3.2558
H39 -0.9238 0.7062 4.8891

Output
* ΔE to the lowest compared entry with this formula, charge and spin: 43.1 kcal/mol
* orbital gap: 3.029 eV
* DFT total energy: -6480.97361 hartree
* HOMO energy: 0.7 eV
* total charge: -2